Entry 1:
DFT (ωB97M-V/def2-TZVPD) results for the molecule C2H10Si3 at a distorted geometry.

For the total energy, the calculation gives -25864.347 eV. The calculation puts the energy above the lowest of the compared OMol25 structures with the same formula, charge and spin at 0.00 kJ/mol. As for the SMILES: [SiH2]=CC[SiH2][SiH3]. The value obtained for the HOMO energy is -7.6 eV. The largest force on an atom is 0.0905 hartree/bohr. The value obtained for the HOMO-LUMO gap is 0.2842 hartree.

Last column: natural (NBO) charge in e.
Geometry (Å):
Si (3.4244, -0.2491, 0.0279)  0.88
C (1.7336, 0.3491, 0.2893)  -0.76
C (0.4309, -0.2310, 0.1737)  -0.82
Si (-1.0290, 0.7954, -0.7790)  0.68
Si (-2.7241, -0.5168, 0.1985)  0.31
H (4.6800, 0.3127, 0.3437)  -0.15
H (3.5499, -1.4382, -0.6987)  -0.19
H (1.7395, 1.2667, 0.9503)  0.22
H (0.4106, -1.1151, -0.5220)  0.23
H (-0.1315, -0.2488, 1.1813)  0.23
H (-1.4355, 2.1456, -0.1643)  -0.14
H (-0.6446, 1.1099, -2.1397)  -0.13
H (-3.9025, 0.1657, -0.6031)  -0.14
H (-2.9060, -1.9870, 0.1072)  -0.12
H (-3.1957, -0.3591, 1.6349)  -0.10

---

Entry 2:
DFT (ωB97M-V/def2-TZVPD) results for a structure of composition C33H43Br2IrN2O4P at a distorted geometry.

For the total energy, the calculation gives -198284.899 eV. The multiplicity is 6. Its charge is +2. The value obtained for the HOMO energy (alpha / beta) is -12.7 / -12.7 eV. The largest force on an atom is 0.0228 hartree/bohr. The value obtained for the HOMO-LUMO gap (alpha / beta) is 0.2266 / 0.1479 hartree.

Last column: Löwdin spin population.
Geometry (Å):
Ir (0.1788, -0.4060, -0.2776)  2.46
O (3.7572, 0.8104, 1.5059)  0.00
C (3.5826, 0.7330, 2.8424)  0.00
C (4.6510, 1.0723, 3.6730)  0.00
C (4.5242, 1.0003, 5.0465)  0.00
C (3.3255, 0.6008, 5.6254)  0.00
C (2.2528, 0.2753, 4.8148)  0.00
C (2.3631, 0.3439, 3.4319)  0.01
C (1.1747, 0.0081, 2.5481)  0.05
O (1.4886, -0.6197, 1.3962)  0.15
N (0.4406, 1.2839, 2.2732)  0.31
N (-0.2796, 1.3553, 1.1995)  0.14
C (-1.1389, 2.3272, 1.0162)  0.07
C (-1.8864, 2.4764, -0.1709)  0.06
Br (-1.3030, 1.4828, -1.7087)  0.07
C (-2.9451, 3.3231, -0.3616)  0.14
C (-3.6378, 4.0871, 0.6335)  0.04
C (-3.7754, 3.6860, 1.9774)  0.05
C (-4.4195, 4.5016, 2.8822)  0.00
C (-4.9294, 5.7326, 2.4739)  0.07
C (-4.8355, 6.1259, 1.1417)  0.00
C (-4.2253, 5.3008, 0.2227)  0.05
H (3.0754, 0.2527, 1.0824)  0.00
H (5.5813, 1.3687, 3.2061)  0.00
H (5.3705, 1.2422, 5.6749)  0.00
H (3.2329, 0.5325, 6.7004)  0.00
H (1.3197, -0.0415, 5.2699)  0.00
H (0.4597, -0.5910, 3.1522)  0.03
H (0.2488, 1.9133, 3.0545)  0.01
H (-1.2761, 3.0868, 1.7853)  0.00
H (-3.2877, 3.4549, -1.3828)  0.00
H (-3.4510, 2.7007, 2.2866)  0.00
H (-4.5508, 4.1778, 3.9056)  0.00
H (-5.4271, 6.3731, 3.1895)  0.00
H (-5.2521, 7.0724, 0.8260)  0.00
H (-4.1635, 5.5919, -0.8187)  0.00
C (-3.8787, -6.7029, 1.3703)  0.00
C (-3.7779, -6.4779, -0.1418)  0.03
C (-5.2045, -6.4171, -0.7351)  0.02
C (-3.0159, -7.6603, -0.7650)  0.01
C (-3.0951, -5.1783, -0.4909)  0.22
C (-2.8374, -4.1896, 0.4845)  0.04
C (-2.1868, -3.0560, 0.1231)  0.14
Br (-1.7964, -1.7355, 1.4315)  0.10
C (-1.7341, -2.7839, -1.2186)  0.15
O (-1.0335, -1.7702, -1.4862)  0.31
C (-2.1286, -3.7492, -2.2458)  0.12
C (-2.7476, -4.8972, -1.8287)  0.00
C (-1.8624, -3.4656, -3.7190)  0.01
C (-0.3461, -3.4100, -3.9976)  0.01
C (-2.5186, -2.1250, -4.1162)  0.01
C (-2.4704, -4.5566, -4.6022)  0.00
H (-4.2905, -7.6930, 1.5576)  0.00
H (-4.5429, -5.9783, 1.8442)  0.00
H (-2.8952, -6.6548, 1.8420)  0.00
H (-5.7391, -7.3272, -0.4626)  0.00
H (-5.1848, -6.3409, -1.8226)  0.00
H (-5.7531, -5.5619, -0.3365)  0.00
H (-3.5180, -8.5875, -0.4916)  0.00
H (-1.9933, -7.6997, -0.3853)  0.00
H (-2.9795, -7.6123, -1.8527)  0.00
H (-3.1424, -4.3311, 1.5103)  0.00
H (-3.0013, -5.6384, -2.5717)  0.00
H (0.1403, -2.6358, -3.4123)  0.00
H (-0.1893, -3.1914, -5.0547)  0.00
H (0.1253, -4.3679, -3.7723)  0.00
H (-2.0510, -1.2871, -3.6066)  0.00
H (-3.5859, -2.1303, -3.8851)  0.00
H (-2.4037, -1.9794, -5.1904)  0.00
H (-2.0041, -5.5267, -4.4235)  0.00
H (-2.3052, -4.3008, -5.6482)  0.00
H (-3.5478, -4.6377, -4.4465)  0.00
C (2.4122, 1.8309, -3.5811)  0.00
P (2.7802, 1.4960, -1.8473)  0.01
C (2.3668, 2.9863, -0.9023)  0.00
C (4.5600, 1.2710, -1.7241)  0.00
O (2.0466, 0.2811, -1.3238)  0.08
H (2.9180, 2.7425, -3.9011)  0.00
H (1.3383, 1.9366, -3.7315)  0.00
H (2.7720, 0.9936, -4.1791)  0.00
H (3.0809, 3.7806, -1.1207)  0.00
H (2.4139, 2.7460, 0.1606)  0.00
H (1.3651, 3.3295, -1.1619)  0.00
H (5.0695, 2.1654, -2.0844)  0.00
H (4.8503, 0.4177, -2.3371)  0.00
H (4.8361, 1.0742, -0.6878)  0.00

---

Entry 3:
DFT (ωB97M-V/def2-TZVPD) results for a structure of composition C21H20FeLi at a distorted geometry.

For the total energy, the calculation gives -56688.418 eV. The calculation puts the energy above the lowest of the compared OMol25 structures with the same formula, charge and spin at 123.73 kJ/mol. Its charge is -1. The value obtained for the HOMO energy is 0.0 eV. The largest force on an atom is 0.0590 hartree/bohr. The value obtained for the HOMO-LUMO gap is 0.0961 hartree.

Last column: natural (NBO) charge in e.
Geometry (Å):
C (-3.8801, 1.4705, -0.9317)  -0.25
Li (-1.7349, -2.5189, 1.1951)  -0.25
C (-2.5258, 1.8322, -0.9418)  -0.29
C (-1.6807, 0.9945, 0.0486)  -0.26
C (-2.8386, 0.2872, 0.7149)  -0.03
C (-4.0448, 0.3911, 0.0080)  -0.09
C (-5.0458, -0.5333, 0.3620)  -0.23
C (-4.8052, -1.4710, 1.3708)  -0.25
C (-3.6146, -1.4631, 2.1302)  -0.37
C (-2.6224, -0.5145, 1.8422)  -0.34
H (-4.6597, 1.7534, -1.6789)  0.21
H (-2.0301, 2.6941, -1.4392)  0.20
H (-1.0926, 1.6310, 0.8349)  0.22
H (-5.9978, -0.5469, -0.1485)  0.20
H (-5.5148, -2.2572, 1.6650)  0.21
H (-3.4199, -2.1840, 2.9345)  0.24
H (-1.6531, -0.4993, 2.3905)  0.22
C (-0.4376, -1.5939, -0.4504)  -0.71
C (-0.4053, -0.0680, -0.0431)  -0.20
C (0.8983, 0.5114, -0.6705)  -0.01
C (1.4460, 1.7344, -0.1610)  -0.25
C (2.4090, 2.2350, -1.1041)  -0.24
C (2.4917, 1.2722, -2.2131)  -0.25
C (1.5566, 0.2012, -1.9354)  -0.25
Fe (2.8604, 0.4140, -0.4648)  0.05
C (3.2556, -1.4215, 0.1969)  -0.24
C (3.1465, -0.4743, 1.3026)  -0.24
C (4.0987, 0.6056, 1.0641)  -0.25
C (4.8058, 0.3197, -0.1777)  -0.25
C (4.2801, -0.9246, -0.7197)  -0.25
H (-0.0084, -2.2218, 0.3542)  0.21
H (-1.4369, -1.8899, -0.7730)  0.21
H (0.1883, -1.8790, -1.3096)  0.23
H (-0.0489, -0.1594, 1.0545)  0.21
H (1.0481, 2.2328, 0.7153)  0.23
H (2.9069, 3.2164, -1.0534)  0.23
H (3.0694, 1.4297, -3.1386)  0.23
H (1.3003, -0.5988, -2.6339)  0.24
H (2.7210, -2.3592, 0.1114)  0.25
H (2.5202, -0.5847, 2.1820)  0.25
H (4.2858, 1.4380, 1.7307)  0.23
H (5.5953, 0.9206, -0.6037)  0.23
H (4.6143, -1.4219, -1.6161)  0.23